No. 1
ORCA calculation (the ωB97M-V functional and the def2-TZVPD basis) on C59H62I4N8O3PSTa as an isolated structure.

The geometry in XYZ format:
```
139
Properties=species:S:1:pos:R:3
C 0.32 -0.08 4.24
C -1.06 4.58 -2.47
H -1.89 -2.44 4.45
H 0.84 5.55 -2.00
H -3.12 -4.88 -1.66
C 2.01 -1.87 -2.12
C -3.63 3.65 -3.39
H 3.35 -3.48 2.64
H -6.67 5.07 -2.90
H 5.00 4.94 1.36
C -4.42 -0.41 -2.69
P 2.35 -0.06 2.49
H -1.11 -3.81 0.09
H -0.64 0.39 4.00
O -2.61 1.58 0.27
C 2.40 1.62 -1.53
H -4.77 -6.10 -0.42
H 4.58 -0.72 -2.27
C 3.71 -3.57 -1.47
C -2.68 2.71 -2.78
H 1.67 -4.80 2.32
I 6.42 -6.23 -3.60
H -2.69 -0.76 3.00
H 3.46 -3.40 -0.43
H -6.66 -2.44 0.71
C 3.07 -2.85 -2.47
C -1.48 -2.47 -1.95
C -5.73 4.84 -3.38
I -7.20 -5.43 1.42
C 4.67 -4.52 -1.78
H 1.15 -4.86 0.63
C -1.28 -3.53 1.13
C 3.19 -1.63 4.54
H 0.99 -4.39 -2.98
H -1.97 -4.25 1.56
H 2.95 -2.61 4.95
C -2.73 -2.76 3.83
C -5.83 -4.36 0.23
C -2.96 -1.77 2.70
C -0.05 2.03 0.95
H 5.00 1.53 0.83
Ta -0.42 0.55 -0.79
C 3.63 3.97 0.04
C 1.99 2.96 -1.48
H 4.55 6.71 -2.51
C 3.74 -0.10 -2.01
C 1.39 2.08 3.99
N -2.34 0.36 -2.09
C 4.61 0.61 1.28
I 6.20 7.49 0.03
H 5.34 0.80 3.73
C -5.89 -2.97 0.18
H -4.95 -1.19 -0.47
H -0.81 3.98 0.34
H 0.18 -5.62 1.89
H 4.27 -1.48 4.61
C -2.43 2.69 0.77
H 3.11 -2.36 1.28
H 3.37 3.20 0.75
H -4.79 -3.33 4.09
N 2.72 -1.57 3.16
H -4.40 3.21 0.89
H 4.06 0.05 0.53
H 5.47 0.02 1.61
H -0.15 1.42 1.85
C 3.48 -2.45 2.30
H -1.65 -4.54 -2.79
C 0.04 -3.46 1.87
C -3.07 1.37 -2.66
H 2.91 -2.54 -4.58
C 0.70 -2.35 -2.15
H -4.33 -1.89 5.01
H -3.82 -3.49 5.55
C -4.21 5.12 -5.22
N 1.43 0.66 3.68
C -4.82 -5.02 -0.45
C -3.16 -0.73 -2.08
H -3.97 5.55 -6.18
C -2.82 -2.06 -1.75
H 0.61 -2.61 1.51
H -0.13 -3.32 2.94
N 1.58 0.52 -1.59
C 4.35 -4.05 -4.12
C 3.40 -3.10 -3.80
C -4.92 -2.27 -0.51
C -3.32 4.25 -4.62
H 4.59 -4.25 -5.15
C 0.32 -3.66 -2.58
H 2.69 -0.87 5.13
C 3.01 3.99 -1.21
C -4.85 3.95 -2.79
C -1.04 3.19 1.06
C 3.75 1.24 -1.78
H 2.94 4.96 -3.12
H -4.02 -1.78 2.44
C 4.98 -4.76 -3.11
C 4.85 5.95 -0.52
C 4.28 5.95 -1.79
H -2.39 4.02 -5.10
N -3.45 3.50 1.07
C 4.54 4.95 0.38
H 0.96 2.43 0.96
N -0.38 2.45 -1.91
C -4.35 0.89 -3.08
I -6.75 6.78 -5.50
H 4.71 2.42 3.46
C -1.03 -3.74 -2.45
H 0.41 -0.14 5.32
C 2.39 -0.55 -1.88
O 1.70 -0.25 1.16
C 0.81 -4.76 1.66
C -3.89 -2.91 -1.21
H -5.21 -1.11 -2.87
C -1.43 3.20 -2.39
C 3.36 4.98 -2.13
H 0.33 -1.08 3.82
C -3.87 -4.31 -1.15
H 4.55 -2.23 2.31
C -4.00 -2.87 4.68
H -5.11 3.48 -1.85
O -1.15 -0.87 0.90
H 4.58 1.91 -1.82
C -5.41 5.42 -4.60
H 3.79 1.27 4.45
H -5.08 1.46 -3.61
H -3.30 4.41 1.48
C 0.67 3.34 -1.76
H 5.16 -5.07 -0.99
H -1.70 5.37 -2.80
H 2.13 2.61 3.39
S -2.21 -1.95 1.01
C 0.24 4.66 -2.06
H -1.02 3.66 2.05
H -2.50 -3.76 3.46
N 3.71 0.94 2.37
C 4.42 1.37 3.57
N -0.41 -1.64 -1.80
H 1.60 2.24 5.05
H 0.40 2.50 3.77
```

Summary:
total charge	+2
DFT total energy	-134322.4445	eV
spin multiplicity	1

Löwdin population analysis, charges in e, atoms 1 to 5: -0.1078 0.0348 0.1035 0.1211 0.0943

***

No. 2
ORCA calculation (the ωB97M-V functional and the def2-TZVPD basis) on C59H63HgN6O10P2SSeSi as an isolated structure.

The geometry in XYZ format:
```
144
Properties=species:S:1:pos:R:3
H 5.49 6.64 0.71
C 2.38 -0.28 1.31
H 0.67 -2.45 2.85
H -1.25 -2.69 1.74
C -4.98 0.64 -0.90
H -2.94 -7.18 -1.36
C -4.72 -1.13 1.32
C -1.67 3.60 -0.77
C -4.49 -2.01 2.39
N 2.20 -0.50 -0.01
H -3.96 2.33 -3.66
H 1.65 6.62 -7.43
C 2.81 -3.77 2.00
C 1.55 -4.38 2.62
C -2.22 -2.26 1.66
C 0.04 0.43 3.93
C 4.62 2.72 0.68
H -6.02 1.93 -2.29
H 2.88 -3.44 -3.15
H 5.54 3.51 2.45
C -0.76 0.46 2.76
H 3.32 -3.85 -1.47
C -3.17 4.24 0.99
C 1.07 3.19 -2.05
O -0.36 1.09 -4.45
H -3.90 -4.78 0.29
C 3.60 5.14 -1.65
C 1.23 0.02 2.12
H 0.26 4.63 -6.93
C 3.69 -0.37 1.73
N -7.10 -0.59 1.85
S 4.71 -0.74 0.39
H 2.38 -6.36 2.88
C -3.61 -0.88 0.47
H -3.66 4.30 -1.10
C 3.36 6.80 0.56
C 1.52 -4.82 -2.17
C 2.34 5.56 -1.23
H -1.34 -6.57 -1.82
C -3.23 -2.55 2.56
H -2.73 0.82 1.98
N -2.64 0.28 -1.38
H 3.42 4.40 3.35
H -0.31 3.00 2.25
N 1.31 0.17 3.48
C 4.60 6.36 0.16
H 2.13 0.07 4.05
H 3.10 -6.29 -2.13
H 2.50 -5.92 -3.76
H 3.37 -4.53 1.46
H 1.42 -3.04 4.36
C -5.07 1.48 -2.04
H 3.26 7.45 1.42
C 3.43 3.87 2.40
C -2.91 4.07 -0.36
H -3.03 -3.21 3.40
C 0.58 4.73 -4.83
O -0.74 -1.31 -3.30
C 3.44 2.53 0.01
O -1.36 -4.62 0.07
H 2.76 7.83 -5.58
C 4.62 3.38 1.90
H 2.48 -3.02 1.29
C 1.53 6.28 -6.41
C -2.28 -6.31 -1.36
N -2.41 -1.45 0.63
H -1.87 1.23 -3.02
O 1.13 -5.14 -0.85
Se 0.26 -0.07 -3.52
O 0.67 -4.84 1.64
C 2.15 6.96 -5.37
H -5.29 -2.24 3.08
H -0.29 -7.06 0.35
H -2.74 -5.51 -1.93
C 0.32 -4.44 -3.04
C -3.94 1.70 -2.78
H 3.69 4.50 -2.51
C 2.24 3.71 1.70
C -1.85 0.88 5.27
H 1.34 4.15 2.10
C -0.69 3.25 0.15
H 3.44 -3.32 2.76
H 1.02 -6.02 3.94
C -1.00 3.36 1.51
C -5.97 -0.46 1.05
C 1.20 5.42 -3.78
H -1.06 -6.58 1.85
H 3.36 -0.91 -1.69
C 1.97 6.54 -4.07
C -0.49 0.64 5.19
H -4.13 4.63 1.31
C 2.23 6.40 -0.13
Hg -0.50 -0.87 -0.84
N 0.01 0.21 1.66
P 0.78 2.35 -0.42
Si 0.23 -4.21 0.18
C -2.03 -5.84 0.08
O 0.36 -2.65 0.02
H -0.02 3.86 -4.64
C 0.75 5.17 -6.13
H 2.09 2.95 -2.38
C -2.12 0.74 2.86
H -0.26 -5.32 -3.33
C -2.22 3.88 1.92
O -7.11 -1.35 2.84
C 2.21 -6.07 -2.72
H -0.33 -3.77 -2.48
C 1.92 -5.59 3.50
H 0.65 -3.91 -3.93
C 2.22 3.02 0.50
P 0.78 5.02 -2.04
H 0.13 0.62 6.07
H -0.13 -3.70 3.80
C 3.28 -0.74 -0.63
H -3.70 1.13 4.23
H -2.43 3.98 2.98
C -2.65 0.93 4.12
H -4.00 -6.50 0.72
C 0.84 -3.32 3.48
H 5.70 5.17 -1.25
C -1.25 -6.92 0.84
H 1.95 -2.77 -1.80
O -8.12 0.07 1.54
H -2.31 1.04 6.24
H 4.11 -0.20 2.70
H 3.42 1.96 -0.91
O 1.68 -0.49 -4.13
O 0.48 0.54 -1.96
H 0.39 2.73 -2.77
H -1.81 -7.85 0.86
C -3.38 -5.61 0.78
C -6.06 0.39 -0.06
H 2.59 -5.29 4.30
H 2.45 7.08 -3.26
H -7.02 0.86 -0.25
C 4.72 5.53 -0.95
C -2.74 1.08 -2.41
H -3.23 -5.34 1.82
C -3.73 0.04 -0.64
H 1.54 -6.93 -2.65
H -1.49 3.46 -1.83
H 5.55 2.33 0.28
C 2.49 -3.64 -2.15
H 1.25 6.73 0.18
```

Summary:
total charge	-2
DFT total energy	-198437.0606	eV
spin multiplicity	2
⟨S²⟩	0.7856

Löwdin population analysis, charges in e, atoms 1 to 5: 0.0970 -0.3394 0.0577 0.0646 -0.1564

***

No. 3
ORCA calculation (the ωB97M-V functional and the def2-TZVPD basis) on a 9-piece molecular cluster, C59H66FN10O2 overall.

The geometry in XYZ format:
```
138
Properties=species:S:1:pos:R:3
C 4.96 6.76 -1.01
H -2.39 -5.22 1.21
C -3.42 4.79 6.46
H 3.10 4.67 0.88
H 6.49 3.87 1.32
C 10.07 5.12 -2.20
C -3.29 -7.90 -1.94
C -5.09 -9.39 -2.43
C 10.50 4.83 -0.91
F -1.09 2.10 2.71
N 11.30 5.65 -0.19
H -5.65 -10.30 -2.23
C -5.10 -1.30 0.52
H -3.03 9.32 -1.01
O 2.06 0.63 2.28
H 0.77 -7.68 0.23
C -3.77 -1.16 -0.46
H -11.24 -8.93 -0.66
H 1.96 -3.11 1.69
H 1.57 0.10 -3.80
C -2.68 9.01 1.10
N 2.52 5.40 -0.96
H -1.80 -3.13 -3.20
H -3.17 9.93 1.41
H 2.01 -1.91 -1.24
C 11.30 7.18 -2.05
H -1.26 -2.31 0.18
C -8.25 -7.43 -1.10
N 7.32 2.52 -1.67
H 1.27 3.07 0.39
H 4.30 7.49 -2.94
N -3.64 -7.06 -2.93
O -0.95 4.02 1.20
H 3.31 0.04 -2.77
H 9.44 4.43 -2.73
H -2.17 8.37 3.09
C -9.57 -6.16 0.30
C -3.38 3.54 4.41
N 0.59 -1.20 0.32
C -10.62 -7.07 0.22
C 0.73 -7.12 2.31
C 8.19 2.58 0.99
H -4.98 -6.70 -4.46
C -4.72 -7.39 -3.67
C -0.33 2.97 1.75
H -0.83 0.36 0.81
C 0.03 -6.39 3.27
H 5.78 3.75 -1.07
H -3.09 -0.21 -0.25
C -10.44 -8.20 -0.57
H 5.91 7.29 -1.03
C 3.40 5.31 0.06
C 11.68 6.81 -0.77
N -2.01 7.55 -0.70
H -9.66 -5.26 0.90
C -2.60 8.67 -0.25
C -3.98 -9.07 -1.65
C 2.83 -4.17 -0.12
H -6.97 -2.74 1.04
H 0.23 -3.09 -0.68
C 0.17 1.00 -1.13
C -5.66 -3.73 -0.84
H 1.62 -7.68 2.58
H 12.32 7.44 -0.17
C -3.36 -2.21 -1.65
H -0.57 0.49 -3.22
H -1.93 0.58 -1.92
C -2.12 8.14 2.03
H -9.08 -9.26 -1.87
H -2.39 -1.35 -3.53
C 7.06 3.29 0.61
H -1.00 5.83 -0.17
C -0.34 -2.06 -0.50
H -0.36 2.05 -0.95
C -9.24 -8.39 -1.24
H -5.31 -0.45 1.33
H 8.94 1.30 -2.05
C -2.71 4.08 5.50
C -0.71 -1.48 -1.99
H 3.67 -2.44 1.28
C 2.87 6.18 -2.00
C -6.06 -2.62 0.32
C 2.20 0.44 -2.86
H 9.78 1.29 0.30
C -4.34 -3.55 -1.84
H -6.35 -4.68 -0.94
C 8.42 1.85 -1.27
C 1.64 1.37 -1.80
H 2.77 -0.66 -0.05
H -1.63 3.95 5.60
N -8.39 -6.32 -0.34
H 2.30 2.30 -1.53
N -5.47 4.42 5.23
H -2.93 5.22 7.32
H -2.42 -7.61 -1.36
C 2.00 -1.54 -0.10
H 0.18 -1.80 -2.71
H 0.50 -1.53 1.32
C -4.79 4.93 6.28
H -5.39 5.47 7.00
C -1.50 -5.75 1.56
H -3.65 -9.72 -0.85
C 4.07 6.87 -2.07
H -1.06 6.28 2.29
H 2.14 6.24 -2.80
H -1.68 -5.11 3.60
N -0.85 -6.45 0.61
C -4.75 3.73 4.32
C -2.08 -2.11 -2.66
H -11.54 -6.90 0.75
C 0.26 -7.12 1.01
C -1.11 -5.69 2.89
H 1.76 -4.63 -0.28
H 10.16 6.58 -3.78
N 1.13 2.69 1.35
C -1.47 6.73 0.22
H 0.37 -6.37 4.30
C -0.83 0.15 -2.11
H -4.16 -4.38 -2.65
H 3.38 -3.87 -1.11
C -5.47 -8.54 -3.45
H -6.33 -8.76 -4.08
H 8.53 2.61 2.02
C 2.64 -2.79 0.80
H -7.29 -7.53 -1.60
C 0.26 0.28 0.34
H 11.63 8.12 -2.48
C 6.66 3.22 -0.72
C 1.23 1.16 1.38
H -2.85 2.98 3.64
H 10.21 3.91 -0.41
H 3.43 -4.92 0.56
H 5.29 5.86 0.92
C -1.51 6.97 1.59
H -5.31 3.34 3.48
C 4.62 5.96 0.08
C 10.48 6.32 -2.77
C 8.89 1.85 0.04
```

Summary:
total charge	+1
relative energy (zero: lowest compared OMol25 entry of this formula, charge and spin)	383.6	kcal/mol
spin multiplicity	1

Löwdin population analysis, charges in e, atoms 1 to 5: -0.0631 0.1016 -0.0778 0.0868 0.0898